No. 1
The following is a DFT calculation (ωB97M-V/def2-TZVPD) of C6H10O in the gas phase.

Geometry (Å):
C -2.02090 -1.38080 -0.38565
C -0.90093 -0.49427 0.13192
C -0.13727 0.27428 -0.67287
C 1.03403 1.16529 -0.30713
C 2.29608 0.28430 -0.15586
C -0.68046 -0.62979 1.60437
O -0.89631 0.51046 2.21862
H -2.98430 -1.07615 0.04835
H -1.83726 -2.40808 -0.06062
H -2.14868 -1.35779 -1.47663
H -0.25248 0.13584 -1.74930
H 0.81802 1.74525 0.60718
H 1.16877 1.91567 -1.10906
H 3.16609 0.93150 -0.06869
H 2.22666 -0.38988 0.71493
H 2.51984 -0.31480 -1.04680
H -1.17183 1.21122 1.58682

Computed properties:
HOMO ... -8.52 eV
Kohn-Sham gap ... 9.2 eV
E_LUMO ... 0.70 eV
E_tot ... -309.7388 Ha



No. 2
The following is a DFT calculation (ωB97M-V/def2-TZVPD) of C6H10O in the gas phase.

Geometry (Å):
C 0.50793 1.96818 -1.17750
C 0.30420 0.68817 -0.42110
C 1.47209 0.27380 0.41553
C -0.76422 -0.10024 -0.56119
C -1.31646 -0.90711 0.58498
C -0.88951 -2.31702 0.89446
O 0.09513 -2.87404 0.47508
H 1.53463 2.13378 -1.52607
H 0.28872 2.77464 -0.46120
H -0.19083 2.07020 -2.01046
H 2.06701 -0.10681 -0.42120
H 1.32148 -0.58796 1.06971
H 1.99730 1.08025 0.94027
H -1.36340 -0.03499 -1.46657
H -2.41120 -0.89374 0.51526
H -1.09576 -0.35367 1.51293
H -1.55710 -2.81345 1.63707

Computed properties:
HOMO ... -8.67 eV
Structure (SMILES) ... CC(C)=CCC=O
Kohn-Sham gap ... 9.6 eV
E_LUMO ... 0.91 eV
E_tot ... -309.8047 Ha



No. 3
The following is a DFT calculation (ωB97M-V/def2-TZVPD) of C6H10O in the gas phase.

Geometry (Å):
O 0.91836 2.32609 0.57412
C 0.10465 1.29989 0.03571
C -0.83382 0.61151 0.96889
C -1.28718 -0.61751 0.72641
C -0.63724 -1.54495 -0.27264
C 0.85392 -1.23134 -0.35505
C 1.05378 0.26942 -0.69478
H 0.26400 3.03029 0.58462
H -0.73530 1.98322 -0.47213
H -1.31879 1.28571 1.67053
H -2.16312 -0.97040 1.26070
H -1.08504 -1.41818 -1.27100
H -0.81261 -2.58793 0.01768
H 1.32556 -1.50755 0.59947
H 1.34678 -1.86234 -1.11278
H 2.10856 0.52933 -0.49723
H 0.89751 0.40473 -1.76251

Computed properties:
HOMO ... -9.22 eV
Structure (SMILES) ... O[C@@H]1C=CCCC1
Kohn-Sham gap ... 10.1 eV
E_LUMO ... 0.91 eV
E_tot ... -309.8061 Ha



No. 4
The following is a DFT calculation (ωB97M-V/def2-TZVPD) of C6H10O in the gas phase.

Geometry (Å):
C 1.51261 1.97660 -0.75786
C 0.38308 1.28111 -0.82540
C -0.44328 1.28564 -2.11915
C 0.00722 0.40433 0.32587
C -0.47762 -0.79314 -0.01062
C -0.94381 -1.73764 1.09096
O 0.00065 -2.11569 2.16636
H 1.72578 2.75612 -1.48910
H 2.22673 1.93855 0.05443
H -0.71877 2.31461 -2.36851
H -1.23742 0.56485 -1.98429
H 0.21585 0.88443 -2.89068
H 0.38916 0.75835 1.26982
H -0.54784 -1.38027 -0.93705
H -1.29248 -2.68153 0.64050
H -1.88928 -1.43118 1.59711
H 0.62112 -1.37655 2.18878

Computed properties:
HOMO ... -8.97 eV
Structure (SMILES) ... C=C(C)/C=C/CO
Kohn-Sham gap ... 9.5 eV
E_LUMO ... 0.57 eV
E_tot ... -309.7685 Ha